[1]
C47H56MgN3O9SSe | the ωB97M-V functional and the def2-TZVPD basis

Computed properties:
Relative energy (zero: lowest compared OMol25 entry of this formula, charge and spin)   236.6 kJ/mol
Calculated total energy   -5665.68804 Eh
Strongest force on any atom   4.08 eV/A
Net charge   -1
Kohn-Sham gap   6.78 eV

Each line ends with the Mulliken charge.
Element x y z (Å)
Mg  -1.306  0.264  -0.210  0.532
C  6.287  1.286  0.254  -1.544
C  5.642  0.738  -1.089  1.808
C  6.515  1.347  -2.163  -1.905
C  5.761  -0.805  -1.285  -1.401
C  4.135  1.020  -1.166  -0.158
C  3.307  1.107  -0.020  -0.239
C  1.933  1.216  -0.147  0.395
Se  0.963  1.406  1.520  0.015
C  1.141  -0.365  2.227  -0.025
C  2.106  -0.502  3.199  -0.780
C  2.182  -1.744  3.859  0.468
C  1.219  -2.742  3.572  -1.169
C  0.361  -2.605  2.522  0.328
C  0.170  -1.359  1.870  -0.102
O  -0.720  -1.141  0.890  0.560
C  -0.480  -3.781  2.056  2.453
C  -0.212  -5.131  2.729  -2.355
C  -0.293  -3.981  0.588  -1.904
C  -1.971  -3.439  2.341  -1.006
C  3.208  -2.030  5.126  1.758
C  3.953  -3.316  4.985  -1.465
C  4.274  -0.901  5.157  -1.835
C  2.281  -1.815  6.360  -1.644
C  1.279  1.084  -1.381  0.513
O  -0.071  1.001  -1.449  1.013
C  2.118  1.036  -2.549  -0.657
C  3.491  0.988  -2.397  -0.596
C  1.476  0.685  -3.921  2.830
C  0.380  1.667  -4.300  -1.134
C  2.486  0.621  -5.053  -2.528
C  0.900  -0.703  -3.837  -1.443
H  7.391  1.195  0.214  0.477
H  5.904  0.603  1.105  0.098
H  5.902  2.282  0.413  0.405
H  7.513  0.973  -1.903  0.539
H  6.632  2.367  -2.004  0.461
H  6.204  1.075  -3.164  0.345
H  6.876  -1.003  -1.175  0.405
H  5.398  -1.102  -2.292  0.283
H  5.179  -1.371  -0.569  0.316
H  3.750  1.123  1.014  -0.020
H  2.821  0.300  3.373  0.225
H  1.222  -3.578  4.207  0.556
H  0.792  -5.572  2.540  0.327
H  -0.895  -5.887  2.419  0.467
H  -0.421  -5.084  3.763  0.527
H  0.630  -4.352  0.459  0.665
H  -0.436  -3.047  0.037  -0.222
H  -0.983  -4.705  0.165  0.390
H  -2.131  -3.084  3.351  0.278
H  -2.660  -4.269  2.087  0.429
H  -2.189  -2.595  1.671  -0.087
H  4.749  -3.278  4.148  0.292
H  3.219  -4.104  4.828  0.316
H  4.500  -3.563  5.939  0.393
H  4.845  -0.843  4.190  0.329
H  4.908  -1.063  5.998  0.451
H  3.934  0.116  5.192  0.368
H  1.575  -2.618  6.588  0.292
H  1.784  -0.859  6.254  0.307
H  2.853  -1.847  7.257  0.540
H  4.183  1.058  -3.217  0.310
H  0.730  2.636  -4.373  0.596
H  -0.460  1.669  -3.640  -0.734
H  0.027  1.395  -5.337  0.429
H  3.075  1.556  -5.165  0.417
H  2.032  0.581  -6.045  0.414
H  3.200  -0.140  -4.956  0.459
H  0.361  -0.911  -2.853  -0.303
H  1.738  -1.417  -3.936  0.409
H  0.264  -0.938  -4.698  0.424
O  -6.307  4.649  2.545  -0.525
C  -5.457  3.726  3.169  -1.122
C  -4.515  2.977  2.347  0.774
C  -4.044  1.797  2.810  -1.236
C  -3.112  1.133  2.069  -0.451
N  -2.561  1.588  0.990  0.476
C  -2.977  2.779  0.546  -1.021
C  -3.895  3.505  1.246  0.134
C  -2.287  3.301  -0.599  -0.716
C  -2.673  3.313  -1.904  0.683
C  -1.814  3.749  -2.888  0.524
C  -2.380  3.773  -4.309  -1.040
O  -3.115  2.641  -4.544  -0.563
C  -0.685  4.421  -2.598  -0.456
C  -0.272  4.443  -1.307  -0.726
N  -1.112  3.988  -0.379  0.516
H  -6.932  4.129  2.059  0.321
H  -6.027  3.015  3.755  0.417
H  -4.867  4.224  3.920  0.356
H  -4.339  1.374  3.722  0.548
H  -2.869  0.146  2.301  0.295
H  -4.089  4.507  0.855  0.585
H  -3.640  2.862  -2.097  0.382
H  -1.549  3.890  -4.988  0.366
H  -3.029  4.628  -4.318  0.534
H  -2.601  1.842  -4.424  0.330
H  -0.048  4.789  -3.374  0.449
H  0.651  4.703  -0.865  0.535
O  -0.837  4.227  1.004  0.045
O  0.523  4.521  1.039  -0.789
O  -2.700  -0.122  -3.552  -0.755
C  -3.358  -0.550  -2.595  -0.114
N  -3.180  -0.264  -1.249  -0.445
S  -4.432  -0.791  -0.337  0.935
O  -5.322  0.304  -0.038  -0.677
O  -3.961  -1.595  0.787  -0.654
C  -5.151  -1.812  -1.580  0.390
C  -6.099  -2.778  -1.488  -0.689
C  -6.384  -3.531  -2.626  -0.523
C  -5.719  -3.273  -3.799  -0.542
C  -4.841  -2.218  -3.937  -0.655
C  -4.508  -1.493  -2.793  -0.005
H  -6.657  -3.028  -0.608  0.468
H  -7.116  -4.357  -2.559  0.336
H  -5.855  -3.834  -4.675  0.443
H  -4.391  -2.098  -4.900  0.500

***

[2]
C2H2F2O3 | the ωB97M-V functional and the def2-TZVPD basis

Computed properties:
Relative energy (zero: lowest compared OMol25 entry of this formula, charge and spin)   174.5 kJ/mol
Calculated total energy   -502.82493 Eh
Strongest force on any atom   4.09 eV/A
Net charge   0
Kohn-Sham gap   11.47 eV

Each line ends with the Mulliken charge.
Element x y z (Å)
C  -1.169  1.443  0.953  0.416
C  -0.513  0.339  0.133  0.924
O  -0.622  2.228  1.632  -0.429
O  -1.280  -0.553  -0.326  -0.432
O  0.726  0.000  0.234  -0.497
F  -2.427  1.761  0.644  -0.200
F  -0.295  1.484  -1.292  -0.561
H  -0.767  -1.269  -0.872  0.398
H  1.368  0.752  0.223  0.382